<a>
DFT (ωB97M-V/def2-TZVPD) results for a gas-phase ion, C5H6N (charge +1).

Values from the calculation:
HOMO-LUMO gap (alpha / beta) ... 9.1 / 6.1 eV
Net charge ... +1

CARTESIAN COORDINATES (ANGSTROEM)
N1 1.664 0.088 -0.052
C1 2.867 -0.286 0.052
C2 -2.350 -1.038 -0.002
C3 -0.727 1.134 -0.043
C4 -1.762 0.085 -0.016
C5 0.502 0.377 -0.041
H1 -0.827 1.767 -0.934
H2 -3.433 -1.087 -0.082
H3 -1.909 -2.029 0.081
H4 3.303 -0.389 1.034
H5 -0.795 1.788 0.833
H6 3.468 -0.411 -0.830

=====

<b>
DFT (ωB97M-V/def2-TZVPD) results for a gas-phase ion, C5H6N (charge +1).

Values from the calculation:
HOMO-LUMO gap (alpha / beta) ... 9.3 / 9.2 eV
SMILES ... C[N+]1=CC#CC1
Net charge ... +1

CARTESIAN COORDINATES (ANGSTROEM)
N1 0.057 0.258 -0.108
C1 -2.004 -0.722 -0.061
C2 -0.554 -1.121 -0.033
C3 -0.896 1.218 -0.037
C4 1.513 0.130 0.018
C5 -2.114 0.545 0.038
H1 1.942 0.702 -0.766
H2 -0.572 2.314 -0.013
H3 1.717 0.772 0.808
H4 -0.613 -1.550 1.047
H5 1.885 -0.863 0.026
H6 -0.361 -1.683 -0.920

=====

Here is how they stack up, most stable first: <a>, <b>.

=====

<a>
DFT (ωB97M-V/def2-TZVPD) results for 2 unconnected molecules or ions with the total composition C3H9BrN.

Values from the calculation:
HOMO-LUMO gap (alpha / beta) ... 9.0 / 9.0 eV
Net charge ... +1

CARTESIAN COORDINATES (ANGSTROEM)
Br1 1.933 0.137 1.793
N1 -0.729 -0.102 0.596
C1 -1.110 -1.426 0.174
C2 0.708 0.326 0.111
C3 0.837 1.517 -0.743
H1 -1.393 -1.396 -0.983
H2 -0.618 -0.086 1.676
H3 1.952 1.672 -0.911
H4 0.442 2.573 -0.396
H5 1.369 -1.270 -0.795
H6 -2.084 -1.722 0.603
H7 -1.426 0.635 0.366
H8 0.437 1.185 -1.754
H9 -0.316 -2.044 0.263

=====

<b>
DFT (ωB97M-V/def2-TZVPD) results for a gas-phase ion, C3H9BrN (charge +1).

Values from the calculation:
HOMO-LUMO gap ... 11.0 eV
SMILES ... CC(C)([NH3+])Br
Net charge ... +1

CARTESIAN COORDINATES (ANGSTROEM)
Br1 2.575 0.160 0.072
N1 0.266 -0.770 1.178
C1 0.210 -0.813 -1.370
C2 0.563 -0.065 -0.105
C3 0.003 1.655 0.133
H1 0.740 -0.268 1.844
H2 -0.106 2.108 -0.769
H3 -0.736 -0.736 1.354
H4 -0.921 1.701 0.719
H5 0.987 -0.734 -2.087
H6 0.763 -1.696 1.153
H7 0.768 2.021 0.903
H8 0.073 -1.815 -1.249
H9 -0.755 -0.452 -1.760

=====

Here is how they stack up, most stable first: <b>, <a>.

=====

<a>
DFT (ωB97M-V/def2-TZVPD) results for a single C10H13NO molecule.

Values from the calculation:
HOMO-LUMO gap ... 8.6 eV
SMILES ... COc1ccc2c(c1)CNCC2
Net charge ... 0

CARTESIAN COORDINATES (ANGSTROEM)
O1 2.999 0.194 -0.064
N1 -2.691 -1.423 0.171
C1 -1.291 -1.565 -0.156
C2 -2.405 1.102 0.284
C3 0.071 1.923 0.047
C4 -3.150 -0.068 -0.337
C5 -0.422 -0.364 0.047
C6 0.943 -0.779 -0.008
C7 -0.866 0.886 0.147
C8 1.792 0.376 -0.219
C9 3.618 -1.153 0.147
C10 1.392 1.704 -0.132
H1 -0.976 -2.120 -1.196
H2 -2.842 0.990 1.301
H3 2.116 2.475 -0.066
H4 -0.744 -2.375 0.372
H5 -2.727 -1.477 1.131
H6 1.046 -1.882 0.028
H7 2.867 -2.059 -0.377
H8 -4.153 0.158 -0.287
H9 3.715 -1.536 1.344
H10 -2.662 2.080 -0.242
H11 -2.980 -0.081 -1.405
H12 4.620 -0.910 -0.315
H13 -0.536 2.772 0.109

=====

<b>
DFT (ωB97M-V/def2-TZVPD) results for 2 unconnected molecules or ions with the total composition C10H13NO.

Values from the calculation:
HOMO-LUMO gap ... 8.5 eV
SMILES ... Cc1c[nH]c2ccccc12.CO
Net charge ... 0

CARTESIAN COORDINATES (ANGSTROEM)
O1 3.033 0.410 1.707
N1 0.861 -0.878 -1.165
C1 0.051 1.500 -1.191
C2 -0.967 2.325 -0.745
C3 -0.062 0.123 -0.941
C4 -1.935 1.780 0.114
C5 2.513 1.511 0.926
C6 -1.487 -2.886 0.812
C7 0.417 -2.041 -0.564
C8 -0.764 -1.771 0.093
C9 -1.137 -0.431 -0.193
C10 -2.127 0.421 0.300
H1 -1.891 -3.600 0.090
H2 -2.776 2.399 0.414
H3 1.472 1.609 1.215
H4 0.939 -2.979 -0.610
H5 3.988 0.379 1.722
H6 -3.038 0.016 0.706
H7 3.107 2.407 1.074
H8 -0.946 3.393 -0.903
H9 2.505 1.079 -0.067
H10 1.000 1.817 -1.604
H11 -0.754 -3.461 1.376
H12 1.506 -0.850 -1.944
H13 -2.274 -2.512 1.456

=====

Here is how they stack up, most stable first: <b>, <a>.